1.
Density functional theory data (ωB97M-V/def2-TZVPD) for a 3-piece molecular cluster, C22H46F6N6O2P3 overall at a distorted geometry.

Properties
Gap between HOMO and LUMO ... 5.5494 eV
Net charge ... +1
E_HOMO ... -0.3376 Ha
E_tot ... -2967.77439 Eh
2S+1 ... 1

The geometry in XYZ format:
```
85
Properties=species:S:1:pos:R:3:forces:R:3
F -8.074611 -5.680783 -1.597208 -0.122 -0.027 0.048
C -6.865122 -5.913972 -2.208216 0.894 0.391 -0.454
C -5.925806 -4.722858 -1.956819 -0.551 -0.624 0.574
P -6.000351 -4.347261 -0.167993 -0.026 -0.029 -1.162
C -4.340042 -3.672132 0.355359 0.985 0.656 1.212
F -4.385929 -2.345740 0.095503 -0.484 0.003 -0.293
F -3.366421 -4.190989 -0.425022 -0.396 -0.454 -0.368
C -3.993254 -3.890461 1.801630 -0.181 -0.144 0.496
C -3.723724 -5.169684 2.288249 -0.117 -0.245 -0.329
C -3.364815 -5.365450 3.606971 0.043 0.072 0.196
C -3.264828 -4.279970 4.472177 -0.058 0.258 -0.160
C -3.543323 -3.008358 3.994240 0.026 -0.235 0.003
C -3.431352 -1.792410 4.895411 0.745 -0.617 -0.706
F -4.629479 -1.302552 5.197197 -0.134 0.179 0.281
F -2.754543 -2.092959 6.002492 -0.312 0.070 0.422
F -2.726429 -0.834805 4.268965 -0.195 0.304 -0.079
C -3.904134 -2.813854 2.667222 -0.134 0.480 0.187
H -6.394044 -6.813546 -1.808379 -0.323 -0.122 0.115
H -6.967279 -6.026019 -3.286933 -0.391 -0.098 0.047
H -4.924495 -5.056161 -2.230649 0.154 0.382 0.074
H -6.225051 -3.825148 -2.495649 0.118 0.000 -0.074
H -6.982117 -3.370745 0.033932 0.184 -0.051 0.250
H -6.384347 -5.486930 0.546111 0.205 0.088 0.084
H -3.775665 -6.028532 1.625692 0.035 0.022 0.003
H -3.149857 -6.360105 3.971512 0.004 -0.016 -0.054
H -2.959081 -4.397088 5.502028 -0.026 -0.149 -0.005
H -4.096231 -1.794942 2.355698 -0.011 -0.089 -0.242
O -1.439714 1.085337 -3.040789 -2.630 2.325 -1.112
P -1.945829 1.587290 -1.718982 3.639 -3.705 4.174
N -0.534431 2.399956 -1.174614 0.702 0.152 -0.657
C -0.036504 2.539760 0.175442 -0.664 0.235 0.592
C -0.107129 3.555807 -1.967203 -0.277 -0.108 -0.572
N -2.163548 0.004574 -0.973989 -0.025 -0.473 0.365
C -1.355979 -0.461981 0.147728 0.201 0.328 0.279
C -2.220315 -1.101829 -1.927724 0.102 0.082 -0.597
N -3.048328 2.282941 -0.628531 -1.202 1.674 -2.496
C -3.446616 3.652781 -0.980682 0.325 0.195 0.076
C -3.420851 1.912238 0.716661 -0.316 -0.867 0.134
H -0.490769 3.396429 0.698523 0.066 -0.047 0.115
H 1.041652 2.713045 0.152134 -0.017 0.052 -0.177
H -0.168477 1.652081 0.788552 -0.207 0.012 -0.106
H -0.787402 4.404344 -1.817672 0.172 0.143 -0.005
H -0.081030 3.329081 -3.034000 -0.136 -0.137 0.046
H 0.896076 3.884461 -1.693725 -0.001 -0.168 0.171
H -0.279884 -0.400840 -0.064087 0.004 -0.085 0.044
H -1.579118 -1.508835 0.369770 -0.091 -0.021 -0.186
H -1.551277 0.067981 1.080092 0.000 0.194 -0.075
H -1.224358 -1.393389 -2.283982 -0.028 0.009 -0.071
H -2.819830 -0.860100 -2.802712 0.069 0.133 0.016
H -2.673840 -1.981173 -1.472548 0.052 0.098 0.259
H -2.822916 4.400776 -0.477858 -0.060 0.033 0.001
H -4.487283 3.843070 -0.713715 -0.005 -0.105 0.017
H -3.372109 3.816126 -2.058271 0.088 -0.011 0.009
H -2.583815 1.940451 1.417552 0.066 -0.035 -0.037
H -3.887848 0.925234 0.745261 0.234 -0.083 -0.005
H -4.173696 2.601651 1.101488 0.060 0.181 -0.260
O 5.863945 3.480895 1.441578 -2.828 1.949 -1.422
P 5.829665 2.930054 0.043760 5.261 -4.265 0.054
N 5.322951 1.318554 0.399124 -0.228 -0.067 0.856
C 5.707641 0.116916 -0.304019 -0.113 0.100 -0.697
C 4.005361 1.178576 1.002708 -0.057 0.426 0.314
N 7.543834 3.078747 -0.287217 0.347 -0.108 -0.065
C 8.423749 1.926365 -0.446307 -0.158 -0.439 -0.129
C 8.245833 4.014272 0.595672 -0.156 0.303 0.336
N 5.475047 2.844095 -1.624969 -2.512 2.057 0.526
C 4.047878 2.949268 -1.949147 -0.089 -0.427 0.179
C 6.268784 2.369109 -2.736000 0.882 0.512 -0.170
H 5.088246 -0.081328 -1.194221 0.040 -0.055 -0.010
H 5.604444 -0.742757 0.362470 -0.113 0.082 0.087
H 6.749863 0.125492 -0.607584 -0.069 0.134 -0.063
H 3.204934 1.412506 0.285125 -0.115 -0.201 0.060
H 3.887955 1.844669 1.859561 0.114 0.091 -0.077
H 3.847558 0.162701 1.369184 0.120 -0.046 -0.085
H 8.364691 1.240838 0.410770 0.081 0.003 -0.004
H 9.461837 2.250428 -0.526890 -0.062 0.202 0.061
H 8.240312 1.354806 -1.355335 -0.182 0.009 0.003
H 8.460498 3.573507 1.576819 -0.024 0.041 0.012
H 7.674308 4.922983 0.763728 -0.074 -0.069 -0.015
H 9.197014 4.316543 0.151870 -0.049 -0.185 -0.209
H 3.578856 1.958360 -2.004555 -0.107 0.058 -0.069
H 3.888629 3.453198 -2.904088 0.129 0.026 0.005
H 3.512635 3.539590 -1.200469 0.054 -0.064 0.078
H 6.543964 1.316698 -2.648661 0.014 -0.014 0.079
H 7.168287 2.971392 -2.871392 0.091 -0.144 0.175
H 5.708779 2.469708 -3.667154 -0.249 0.086 0.183
```
Positions in Å, forces in eV/Å.

2.
Density functional theory data (ωB97M-V/def2-TZVPD) for a 2-piece molecular cluster, C22H46FN2O11P2S2 overall at a distorted geometry.

Properties
Gap between HOMO and LUMO ... 9.4848 eV
Net charge ... +1
E_HOMO ... -0.4277 Ha
E_tot ... -3381.72975 Eh
2S+1 ... 1

The geometry in XYZ format:
```
86
Properties=species:S:1:pos:R:3:forces:R:3
C -0.724714 -0.928912 4.615334 0.481 -0.149 -0.325
C -0.584407 -0.237560 3.205418 -0.288 -0.241 2.755
O -0.662039 -1.283530 2.218953 0.958 0.652 -1.113
C -0.171614 -0.859299 0.952100 -1.514 1.527 1.054
C -1.465145 -0.646952 0.089876 -1.056 0.393 0.733
C -2.076139 0.777798 0.429152 0.068 0.033 -0.347
C -3.581494 0.718504 0.849166 -0.284 0.550 -0.569
C -4.150091 2.087448 1.381911 -0.433 0.060 -0.498
C -3.520531 3.348824 0.723134 0.609 0.496 -0.465
O -3.952659 4.578645 1.369022 -0.551 -1.011 -0.961
C -5.310774 4.775387 1.216607 0.432 -0.193 -0.103
O -5.950388 5.024420 2.168195 -1.102 0.655 1.281
O -1.350184 -0.695615 -1.331496 0.868 -0.262 0.241
C -0.378049 -1.585365 -1.841423 0.492 0.597 -0.729
P -1.141270 -3.232771 -2.114313 -2.417 -2.416 -0.185
N -1.147248 -4.249179 -0.917773 0.373 0.851 0.199
O -0.437756 -3.942274 -3.416743 -0.245 1.052 0.853
O -2.727486 -2.933079 -2.536406 2.165 -0.015 -0.106
C 1.026762 -1.554135 -1.066961 0.002 0.964 -2.774
C 1.973590 -2.508841 -1.882615 0.193 -0.862 -0.151
C 2.048422 -4.028302 -1.466753 1.088 -0.235 -0.551
C 3.565185 -4.443458 -1.172325 -1.280 -0.524 0.334
S 4.265570 -5.421848 -2.580939 0.514 0.051 0.019
C 1.505122 -0.071931 -1.370787 -0.011 -0.651 -0.632
P 3.067562 0.548197 -0.655410 1.475 4.267 0.369
O 2.856387 1.169515 0.679383 -0.047 -1.731 0.008
O 3.461121 1.820619 -1.633299 3.085 -4.605 -0.068
O 4.384049 -0.435436 -0.722130 -1.538 -0.037 0.311
N 0.797047 -1.873546 0.376064 -1.033 -0.380 0.553
C 1.999126 -2.118794 1.223949 2.908 -1.246 1.468
F 2.173197 -1.186338 2.247022 -0.971 -0.337 -1.073
C 2.065279 -3.521727 1.913555 -0.484 -0.310 0.807
C 0.803330 -3.943946 2.737589 0.276 -0.393 -0.077
H -0.661804 -0.172999 5.438163 -0.312 -0.522 -0.800
H 0.131048 -1.627190 4.788818 -0.653 0.547 -0.233
H -1.663654 -1.527525 4.684021 0.633 0.621 -0.009
H 0.390851 0.299867 3.225584 -0.602 -0.389 -0.576
H -1.430923 0.488871 3.148345 0.637 -0.542 -0.488
H 0.321521 0.126183 1.112081 0.373 -0.918 -0.570
H -2.228802 -1.392198 0.445165 0.900 0.253 -0.418
H -1.430403 1.347853 1.145775 -0.608 -0.657 -0.369
H -2.036626 1.377283 -0.520168 0.122 -0.610 0.732
H -3.832546 -0.090942 1.570932 0.448 0.535 -0.371
H -4.159908 0.488457 -0.086074 0.543 -0.015 0.775
H -4.103134 2.173256 2.490384 0.208 -0.004 -0.735
H -5.239194 2.100307 1.107768 0.836 -0.024 0.471
H -3.762659 3.469441 -0.365809 0.057 -0.545 0.701
H -2.404006 3.380910 0.786418 -0.973 -0.145 0.155
H -5.845621 4.709124 0.236238 1.183 -0.219 -0.052
H -0.114305 -1.178350 -2.854950 -0.316 -0.454 0.813
H -2.109735 -4.467060 -0.645454 0.521 0.011 0.200
H -0.260577 -4.878916 -3.203595 -0.199 0.421 0.026
H -3.084440 -3.824197 -2.718037 -0.122 0.472 -0.075
H 3.030426 -2.147280 -1.962882 -1.022 0.070 0.418
H 1.604247 -2.482578 -2.941540 0.213 0.184 0.956
H 1.776145 -4.633873 -2.363650 -0.046 0.537 0.902
H 1.349082 -4.350878 -0.666258 0.498 0.378 -0.466
H 4.208356 -3.569872 -0.924046 -0.384 -0.514 -0.498
H 3.618615 -5.129212 -0.287294 -0.073 0.507 -0.823
H 3.321257 -5.462649 -3.567962 0.058 0.466 0.856
H 0.725484 0.696711 -1.139813 0.896 -0.558 0.083
H 1.609826 -0.027108 -2.488815 0.047 -0.102 0.952
H 3.995964 2.408971 -1.070090 -0.237 -0.196 -0.256
H 4.664607 -0.598655 0.200362 0.012 0.189 -0.418
H 0.253928 -2.770081 0.401483 0.111 0.148 -0.211
H 2.946128 -2.052229 0.628343 -1.194 0.209 -0.114
H 2.911555 -3.442745 2.645100 -0.584 0.099 -0.797
H 2.335069 -4.357388 1.235312 -0.189 0.880 0.057
H 0.934555 -5.005236 3.071465 -0.006 0.901 -0.304
H 0.730737 -3.320014 3.652851 -0.300 -0.366 -0.794
H -0.137090 -3.936285 2.130718 0.664 0.184 0.608
C 0.380090 6.281363 -0.845345 -0.045 0.053 -0.108
C -0.793572 5.339309 -1.126439 -0.060 0.028 0.076
C -0.316133 4.302659 -2.149433 -0.473 0.152 -0.067
S 1.456115 4.141319 -1.908709 -0.495 0.186 0.445
O 2.125956 4.622331 -3.088346 0.141 -0.346 0.014
O 1.751245 2.843856 -1.338812 -3.380 2.559 0.033
C 1.592642 5.382165 -0.630665 -0.026 0.299 0.245
H 0.192582 6.913256 0.022731 0.028 -0.023 -0.044
H 0.545428 6.932134 -1.708021 0.034 -0.010 0.058
H -1.084959 4.836617 -0.200745 0.034 0.054 -0.016
H -1.666535 5.880298 -1.493222 0.028 -0.048 0.025
H -0.789970 3.333687 -1.994570 0.151 -0.042 -0.117
H -0.487754 4.640262 -3.171431 0.116 -0.051 0.011
H 2.540580 5.908871 -0.726471 0.036 -0.148 -0.081
H 1.540550 4.873583 0.333531 0.042 -0.048 -0.063
```
Positions in Å, forces in eV/Å.

3.
Density functional theory data (ωB97M-V/def2-TZVPD) for a 3-piece molecular cluster, C22H46N5O11P2 overall at a distorted geometry.

Properties
Gap between HOMO and LUMO ... 7.6314 eV
Net charge ... +1
E_HOMO ... -0.4071 Ha
E_tot ... -2649.53344 Eh
2S+1 ... 1

The geometry in XYZ format:
```
86
Properties=species:S:1:pos:R:3:forces:R:3
C 4.983201 2.984213 -1.754835 -0.248 -0.709 0.074
C 4.782726 2.766699 -3.242548 1.068 0.473 0.254
O 5.502365 3.315168 -4.022937 -0.297 -0.169 -0.375
O 3.739515 1.957546 -3.648927 -0.068 0.533 0.170
C 2.696497 2.812909 -4.132073 -0.956 0.246 0.161
C 1.404510 2.037726 -4.450584 0.343 -0.236 -0.400
C 1.335286 0.656486 -3.787350 -0.407 0.203 0.069
C 0.014939 -0.119620 -4.026392 -0.323 -0.264 -0.287
C -1.181172 0.747611 -4.445040 0.658 0.132 -0.445
C -2.479398 -0.049519 -4.576265 0.913 -0.041 0.340
N -3.614059 0.893891 -4.740706 0.490 -0.585 1.133
O -4.231241 1.093327 -5.971005 0.202 0.330 -0.066
C -3.334091 1.177804 -6.941391 -1.296 -0.957 0.981
N -2.692965 0.899116 -7.841845 1.059 0.400 -1.096
C -4.076288 1.533895 -3.704271 -2.282 0.688 1.454
N -3.540836 1.402840 -2.415526 1.562 -0.692 -1.590
C -3.545608 2.854046 -2.020361 -1.213 0.587 1.967
N -3.086986 2.918120 -0.681233 0.359 -1.492 -0.923
C -1.803111 2.842633 -0.530733 -0.026 0.766 0.126
C -0.913015 4.023361 -0.895874 -0.194 -0.564 0.294
C -1.159780 1.590286 -0.019209 0.027 0.039 0.442
C -5.045062 3.113508 -2.300473 1.403 -0.934 0.255
N -5.121517 2.421729 -3.646184 1.057 2.198 -1.271
C -5.088061 3.544551 -4.643625 -0.645 -0.120 -0.625
H 4.532099 2.177618 -1.173011 -0.103 0.234 0.040
H 4.566565 3.955905 -1.475079 -0.141 -0.173 -0.043
H 6.047607 3.026769 -1.522465 -0.065 0.002 -0.236
H 2.446988 3.536453 -3.339033 0.204 -0.091 -0.037
H 2.999310 3.396411 -5.005460 0.290 -0.198 0.085
H 0.574408 2.696526 -4.171346 0.038 -0.178 0.054
H 1.322508 1.899789 -5.536190 0.065 0.013 0.115
H 1.482925 0.753953 -2.706265 0.151 0.012 -0.143
H 2.164531 0.076842 -4.195675 -0.034 -0.039 0.317
H 0.153622 -0.881018 -4.804483 0.095 0.109 0.082
H -0.259161 -0.676236 -3.120749 0.111 0.080 -0.068
H -0.945475 1.211792 -5.410117 -0.117 0.016 0.105
H -1.282241 1.563079 -3.720329 -0.348 -0.178 -0.021
H -2.455582 -0.784482 -5.383328 -0.189 0.363 -0.192
H -2.602024 -0.621948 -3.654819 -0.507 0.163 -0.101
H -4.131315 0.873277 -1.778274 0.078 -0.061 0.023
H -2.908996 3.415308 -2.725997 -0.158 -0.219 -0.197
H 0.067653 3.922896 -0.428114 0.046 -0.007 -0.335
H -1.386477 4.927708 -0.511688 0.015 -0.031 -0.199
H -0.834613 4.087745 -1.987414 0.197 0.107 0.111
H -1.820421 0.744968 -0.208445 -0.009 0.088 0.216
H -0.920730 1.642127 1.050132 -0.047 0.022 -0.109
H -0.203644 1.405870 -0.523470 -0.081 0.257 0.019
H -5.639644 2.533994 -1.592296 -0.050 0.438 0.130
H -5.251915 4.179667 -2.298388 -0.569 -0.200 -0.417
H -4.211617 4.175427 -4.466525 -0.016 -0.136 -0.031
H -5.972424 4.164472 -4.503748 0.012 -0.187 0.036
H -5.090336 3.204411 -5.675911 -0.005 -0.082 0.164
C 3.670516 -1.337186 4.707956 1.143 1.368 -1.259
O 3.096386 -2.142009 3.660421 -1.611 2.140 1.770
P 1.859529 -1.474324 2.767237 0.835 -3.218 -6.039
O 1.200047 -2.710761 2.281468 -0.183 0.153 1.066
O 2.835557 -0.809386 1.666703 -0.304 0.606 0.184
C 3.849707 -1.604889 1.060029 0.372 -0.092 0.093
O 0.736217 -0.319419 2.444444 0.967 0.591 2.935
C -0.358996 -0.249774 3.384138 -0.232 -0.134 -0.018
H 4.465957 -1.900961 5.184720 -0.032 -0.043 -0.016
H 4.091900 -0.415376 4.287856 0.107 -0.137 -0.090
H 2.930967 -1.046040 5.439609 0.147 0.667 -0.040
H 3.574466 -2.658575 1.019652 -0.100 0.024 0.065
H 4.785957 -1.493005 1.607731 -0.001 -0.071 0.014
H 4.001366 -1.240265 0.045654 -0.127 0.088 0.028
H 0.006835 -0.114759 4.401265 -0.100 0.055 0.032
H -0.960452 -1.157293 3.326680 0.067 -0.029 0.003
H -0.974735 0.606527 3.120074 0.092 0.022 -0.054
C 0.391306 -7.122377 5.676457 -0.214 -0.034 -0.055
O 0.391503 -6.596693 7.020227 1.897 0.991 -2.360
P 0.701684 -4.971807 7.194596 -3.477 1.349 5.600
O 1.202356 -4.951030 8.590118 0.698 -0.423 -0.674
O -0.848270 -4.536893 7.054106 0.216 0.413 -0.474
C -1.831435 -5.198775 7.840865 -0.209 -0.305 -0.044
O 1.146277 -3.495947 6.629904 0.794 -2.065 -2.197
C 2.533886 -3.344212 6.266915 -0.061 0.367 0.180
H 0.163681 -8.183525 5.730007 0.003 0.022 0.102
H -0.364812 -6.622837 5.064068 0.002 -0.024 0.024
H 1.370798 -6.991252 5.214583 -0.013 -0.110 -0.028
H -1.422828 -5.570418 8.780289 0.107 0.026 -0.032
H -2.261515 -6.027891 7.276980 0.028 -0.049 0.057
H -2.624128 -4.485438 8.058875 0.098 0.107 -0.060
H 2.829078 -4.099409 5.538143 0.078 0.089 -0.060
H 3.165563 -3.417344 7.156693 -0.086 -0.050 0.018
H 2.658183 -2.344302 5.809413 -0.951 -2.252 1.317
```
Positions in Å, forces in eV/Å.

Number 1: lowest unoccupied orbital energy -3.6 eV. Number 2: lowest unoccupied orbital energy -2.2 eV. Number 3: lowest unoccupied orbital energy -3.4 eV.